Model i:
A cluster of 2 separate species, C3H13N2 in total, computed with ωB97M-V/def2-TZVPD.

Properties
Net charge: +1
HOMO (eV): -14.29
HOMO-LUMO gap (eV): 11.3

Each atom is followed by the atoms it is bonded to, with distances in Å.
Atoms and positions in Å:
1 C 1.40 -1.89 -0.93  N2 1.486, H3 1.083, H4 1.081, H5 1.088
2 N 0.41 -1.78 0.17  C1 1.486, H6 1.016, H7 1.013
3 H 1.08 -1.26 -1.75  C1 1.083
4 H 1.51 -2.91 -1.27  C1 1.081
5 H 2.36 -1.55 -0.54  C1 1.088
6 H -0.44 -2.26 -0.13  N2 1.016
7 H 0.75 -2.32 0.96  N2 1.013
8 H -0.42 -0.09 0.05  N10 1.046
9 C -0.07 1.33 1.44  N10 1.500, H12 1.089, H13 1.085, H14 1.078
10 N -0.26 0.94 0.01  H8 1.046, C9 1.500, C11 1.510, H15 1.018
11 C -1.50 1.49 -0.65  N10 1.510, H16 1.071, H17 1.092, H18 1.075
12 H -0.98 1.81 1.79  C9 1.089
13 H 0.72 2.08 1.53  C9 1.085
14 H 0.12 0.43 2.00  C9 1.078
15 H 0.62 1.05 -0.49  N10 1.018
16 H -1.65 0.95 -1.57  C11 1.071
17 H -2.30 1.22 0.05  C11 1.092
18 H -1.42 2.56 -0.70  C11 1.075

---

Model ii:
A cluster of 2 separate species, C3H13N2 in total, computed with ωB97M-V/def2-TZVPD.

Properties
Net charge: +1
HOMO (eV): -14.38
HOMO-LUMO gap (eV): 11.4

Each atom is followed by the atoms it is bonded to, with distances in Å.
Atoms and positions in Å:
1 C 1.46 1.96 -0.86  N2 1.500, H3 1.082, H4 1.092, H5 1.090
2 N 0.98 1.30 0.40  C1 1.500, H6 1.011, H7 1.016
3 H 2.45 1.57 -1.11  C1 1.082
4 H 1.58 3.04 -0.77  C1 1.092
5 H 0.68 1.87 -1.61  C1 1.090
6 H 1.76 0.79 0.79  N2 1.011
7 H 0.63 2.00 1.04  N2 1.016
8 H -0.18 0.18 -0.04  N10 1.087
9 C -0.64 -1.27 1.41  N10 1.483, H12 1.090, H13 1.083, H14 1.087
10 N -0.91 -0.61 0.11  H8 1.087, C9 1.483, C11 1.487, H15 1.020
11 C -0.99 -1.49 -1.08  N10 1.487, H16 1.087, H17 1.084, H18 1.083
12 H 0.17 -1.98 1.24  C9 1.090
13 H -1.53 -1.74 1.81  C9 1.083
14 H -0.28 -0.52 2.11  C9 1.087
15 H -1.82 -0.15 0.22  N10 1.020
16 H -1.91 -2.07 -1.01  C11 1.087
17 H -0.96 -0.91 -1.99  C11 1.084
18 H -0.16 -2.18 -1.08  C11 1.083

---

Tell me which of them is the most stable. Sure, it is model ii.

---

Model i:
The ion CH4O2PS with charge -1, computed with ωB97M-V/def2-TZVPD.

Properties
Net charge: -1
HOMO (eV): -2.65
HOMO-LUMO gap (eV): 6.2
SMILES string: [O-]P(O)CS

Each atom is followed by the atoms it is bonded to, with distances in Å.
Atoms and positions in Å:
1 O 1.90 -0.51 0.92  P2 1.487
2 P 1.13 -0.38 -0.34  O1 1.487, O3 1.649, C4 2.027
3 O 1.30 1.19 -0.81  P2 1.649, H6 0.985
4 C -0.75 0.09 0.27  P2 2.027, S5 1.795, H7 1.042, H8 1.014
5 S -1.95 -0.94 -0.56  C4 1.795, H9 1.301
6 H 2.17 1.25 -1.26  O3 0.985
7 H -0.99 1.07 0.02  C4 1.042
8 H -0.88 -0.09 1.26  C4 1.014
9 H -1.93 -1.70 0.50  S5 1.301

---

Model ii:
The ion CH4O2PS with charge -1, computed with ωB97M-V/def2-TZVPD.

Properties
Net charge: -1
HOMO (eV): -3.74
HOMO-LUMO gap (eV): 7.7
SMILES string: C[P@]([O-])(O)=S

Each atom is followed by the atoms it is bonded to, with distances in Å.
Atoms and positions in Å:
1 C 0.87 0.62 0.42  P2 1.873, H6 1.108, H7 1.081, H8 1.108
2 P -0.71 -0.30 0.02  C1 1.873, O3 1.534, O4 1.641, S5 2.019
3 O -0.66 -1.69 0.66  P2 1.534
4 O -0.48 -0.41 -1.60  P2 1.641, H9 0.930
5 S -2.27 0.89 0.51  P2 2.019
6 H 1.27 -0.13 1.14  C1 1.108
7 H 1.52 0.77 -0.43  C1 1.081
8 H 0.52 1.47 1.05  C1 1.108
9 H -0.07 -1.23 -1.77  O4 0.930

---

Tell me which of them is the most stable. Sure, it is model ii.

---

Model i:
A cluster of 2 separate species, C3H9NO in total, computed with ωB97M-V/def2-TZVPD.

Properties
Net charge: -1
HOMO (spin up / spin down) (eV): 1.20 / -4.64
Expectation value of S²: 0.75
HOMO-LUMO gap (spin up / spin down) (eV): 2.6 / 8.4
2S+1: 2

Each atom is followed by the atoms it is bonded to, with distances in Å.
Atoms and positions in Å:
1 C 2.63 -1.58 -0.81  C2 1.514, H5 1.089, H6 1.094, H7 1.087
2 C 1.68 -0.41 -0.68  C1 1.514, C3 1.336, H8 1.082
3 C 0.36 -0.53 -0.87  C2 1.336, N4 1.428, H9 1.084
4 N -0.59 0.46 -0.46  C3 1.428, H10 1.014, H11 1.020
5 H 3.66 -1.29 -0.60  C1 1.089
6 H 2.36 -2.36 -0.10  C1 1.094
7 H 2.61 -1.99 -1.82  C1 1.087
8 H 2.07 0.58 -0.47  C2 1.082
9 H -0.14 -1.47 -1.08  C3 1.084
10 H -1.18 0.79 -1.21  N4 1.014
11 H -0.13 1.26 -0.03  N4 1.020
12 H -2.96 1.87 1.57  O14 0.972
13 H -2.84 1.41 3.03  O14 0.964
14 O -3.49 1.69 2.37  H12 0.972, H13 0.964

---

Model ii:
A cluster of 2 separate species, C3H9NO in total, computed with ωB97M-V/def2-TZVPD.

Properties
Net charge: -1
HOMO (spin up / spin down) (eV): 1.36 / -5.47
Expectation value of S²: 0.75
HOMO-LUMO gap (spin up / spin down) (eV): 2.0 / 8.7
2S+1: 2

Each atom is followed by the atoms it is bonded to, with distances in Å.
Atoms and positions in Å:
1 C 0.80 -3.01 3.33  O2 1.409, H3 1.088, H4 1.091, H5 1.092
2 O 0.17 -2.73 2.11  C1 1.409, H13 0.971
3 H 1.82 -2.61 3.27  C1 1.088
4 H 0.84 -4.08 3.53  C1 1.091
5 H 0.32 -2.54 4.19  C1 1.092
6 C -0.46 2.54 -2.58  C7 1.332, N8 1.370, H9 1.076
7 C -0.75 2.78 -1.31  C6 1.332, H10 1.079, H11 1.084
8 N -0.07 1.37 -3.17  C6 1.370, H12 1.003, H14 1.000
9 H -0.53 3.36 -3.28  C6 1.076
10 H -1.11 3.77 -1.07  C7 1.079
11 H -0.56 2.15 -0.44  C7 1.084
12 H 0.15 0.55 -2.64  N8 1.003
13 H -0.78 -2.91 2.21  O2 0.971
14 H 0.15 1.37 -4.15  N8 1.000

---

Tell me which of them is the most stable. Sure, it is model i.